# 1
Entry from the OMol25 dataset: C21H21N3O4S in the gas phase at a distorted geometry (ωB97M-V/def2-TZVPD).

Output
SMILES: CCc1ccc(OCC(=O)Nc2ccc(S(=O)(=O)Nc3ccccn3)cc2)cc1
E in eV: -45613.59007
Orbital gap in eV: 9.27

Structure (ORCA input):
```
! RIJCOSX wB97M-V def2-TZVPD def2/J DEFGRID3
* xyz 0 1
C -5.654 -3.292 -0.349
H -5.648 -3.113 0.724
H -6.453 -2.701 -0.789
H -5.861 -4.345 -0.525
C -4.306 -2.902 -0.960
C -4.020 -1.448 -0.719
C -3.348 -1.033 0.421
C -3.115 0.308 0.677
C -3.568 1.264 -0.221
C -4.243 0.862 -1.371
C -4.464 -0.478 -1.611
H -4.990 -0.777 -2.506
H -4.586 1.618 -2.060
O -3.380 2.622 -0.083
C -2.875 3.101 1.138
C -1.381 2.824 1.360
O -0.892 2.834 2.465
N -0.725 2.605 0.191
C 0.619 2.309 -0.023
C 1.562 2.327 1.005
C 2.883 2.031 0.726
C 3.255 1.719 -0.566
C 2.336 1.700 -1.597
C 1.014 1.995 -1.326
H 0.280 1.984 -2.119
H 2.669 1.466 -2.595
S 4.949 1.331 -0.937
O 5.306 1.870 -2.217
O 5.798 1.613 0.178
N 4.901 -0.347 -1.219
C 4.693 -1.202 -0.164
N 3.997 -0.697 0.845
C 3.748 -1.471 1.889
C 4.167 -2.785 1.985
C 4.885 -3.318 0.920
C 5.158 -2.523 -0.174
H 5.716 -2.897 -1.018
H 5.233 -4.340 0.950
H 3.943 -3.376 2.858
H 3.179 -0.999 2.679
H 5.495 -0.662 -1.969
H 3.638 2.031 1.494
H 1.250 2.570 2.007
H -1.306 2.620 -0.641
H -3.010 4.187 1.104
H -3.437 2.713 1.996
H -2.577 0.588 1.569
H -2.991 -1.769 1.127
H -4.327 -3.102 -2.033
H -3.519 -3.513 -0.514
*
```

=====

# 2
Entry from the OMol25 dataset: a molecular structure, C21H21N4O4PdSe at a distorted geometry (ωB97M-V/def2-TZVPD).

Output
E in eV: -105080.09633
Orbital gap (spin up / spin down) in eV: 4.92 / 7.15
Expectation value of S²: 6.044

Structure (ORCA input):
```
! RIJCOSX wB97M-V def2-TZVPD def2/J DEFGRID3
* xyz 1 5
Pd -0.353 -0.765 -0.407
N 0.571 1.111 1.799
C 0.150 2.171 1.047
C 0.964 3.344 0.887
C 0.467 4.408 0.214
C -0.843 4.372 -0.333
C -1.662 3.226 -0.231
C -2.951 3.129 -0.773
C -3.650 1.908 -0.664
C -3.042 0.829 -0.103
N -1.752 0.878 0.382
C -1.117 2.072 0.397
H 1.471 1.217 2.242
H -0.137 0.651 2.354
H 1.954 3.367 1.323
H 1.065 5.300 0.095
H -1.219 5.230 -0.874
H -3.401 3.985 -1.255
H -4.657 1.818 -1.044
H -3.542 -0.127 -0.028
O -1.095 0.136 -2.331
Se 0.422 0.572 -2.656
O 0.681 1.669 -3.731
O 1.205 0.670 -1.257
O 1.080 -1.055 -3.289
N -6.136 -5.471 0.288
C -5.217 -4.786 0.225
C -4.081 -3.926 0.141
C -3.537 -3.346 1.288
C -2.457 -2.503 1.156
N -1.900 -2.221 -0.025
C -2.418 -2.775 -1.129
C -3.498 -3.629 -1.091
H -3.956 -3.556 2.262
H -2.006 -2.038 2.024
H -1.939 -2.521 -2.066
H -3.888 -4.065 -2.001
C 1.705 -2.759 1.157
C 1.531 -3.454 -0.213
C 0.498 -4.587 -0.095
C 2.875 -4.025 -0.676
C 1.085 -2.432 -1.212
C 1.179 -1.886 -2.312
H 1.661 -3.495 1.960
H 0.905 -2.026 1.330
H 2.661 -2.239 1.209
H 0.969 -5.465 0.349
H 0.114 -4.869 -1.076
H -0.338 -4.297 0.538
H 3.253 -4.719 0.076
H 3.605 -3.228 -0.817
H 2.762 -4.562 -1.617
*
```

=====

# 3
Entry from the OMol25 dataset: C21H21N5O in the gas phase at a distorted geometry (ωB97M-V/def2-TZVPD).

Output
SMILES: Cc1nc2c3cccnc3nn2c(C)c1CCC(=O)N(C)c1ccccc1
E in eV: -31612.40113
Orbital gap in eV: 8.16

Structure (ORCA input):
```
! RIJCOSX wB97M-V def2-TZVPD def2/J DEFGRID3
* xyz 0 1
O 1.541 0.542 -2.662
N -1.897 -3.183 0.857
N -3.473 -1.007 3.322
N -4.536 -2.453 4.828
C 1.640 1.040 -1.539
C -1.220 -2.290 0.130
C -2.105 -0.316 1.221
C -1.409 -0.804 0.151
C -2.692 -2.575 1.803
C -4.616 -3.786 5.063
C 5.091 3.450 -4.279
C 3.737 3.757 -4.658
C 5.526 2.952 -3.004
C 2.781 3.362 -3.673
C 4.508 2.611 -2.073
C -4.051 -4.804 4.246
C 3.181 2.665 -2.504
C -3.562 -4.573 3.071
C -3.839 -2.152 3.706
C -3.336 -3.174 2.843
N -2.717 -1.195 2.130
N 2.273 2.290 -1.479
C -0.264 -2.902 -0.885
C -2.244 1.199 1.491
C 2.104 3.154 -0.240
C 0.851 0.297 -0.435
C -0.634 0.122 -0.789
H -5.054 -3.939 6.085
H 5.837 3.620 -5.075
H 3.463 4.133 -5.634
H 6.530 2.807 -2.796
H 1.688 3.506 -3.948
H 4.764 2.186 -1.092
H -4.051 -5.777 4.639
H -3.464 -5.446 2.327
H 0.816 -2.420 -0.875
H -0.726 -2.842 -1.947
H -0.080 -3.948 -0.810
H -1.821 1.419 2.435
H -1.825 1.905 0.857
H -3.323 1.317 1.586
H 0.966 3.255 0.101
H 2.442 4.231 -0.495
H 2.745 2.828 0.522
H 1.416 -0.596 -0.319
H 0.838 0.672 0.573
H -1.162 1.099 -0.980
H -0.634 -0.237 -1.797
*
```